Here is a structure of composition C4H8Br2O3S at a distorted geometry from OMol25. Energies are from ωB97M-V with the def2-TZVPD basis set.

```
18
Properties=species:S:1:pos:R:3:forces:R:3:lowdin_charge:R:1
C -1.1323 1.7301 1.7074 -0.4 0.0 0.4 -0.077
C 1.9942 -1.7107 -0.6488 -0.5 2.2 1.1 -0.175
C -1.1214 0.5966 0.6253 1.7 1.5 1.7 -0.518
C -0.1564 0.9887 -0.5485 -1.1 -3.7 -0.3 -1.203
O 0.7363 -0.7185 -2.8343 1.2 0.9 -0.8 -0.412
O -0.4566 -2.3042 -1.5646 -0.6 -0.5 1.6 -0.355
O -0.6891 -0.6182 1.2637 -0.5 1.1 -0.3 -0.058
S 0.4573 -1.1902 -1.5138 -0.3 1.5 -0.1 0.579
Br -1.0621 1.6981 -2.0050 0.0 0.5 -0.3 0.814
Br 1.6008 1.5252 -0.2788 0.1 0.8 0.5 0.819
H -0.1909 1.9871 2.2226 -0.2 -0.4 -0.5 0.071
H -1.8587 1.4112 2.4852 0.4 0.2 -0.4 0.090
H -1.5517 2.6510 1.2503 0.4 -0.5 0.2 0.088
H 2.2914 -2.5752 -1.1830 0.6 -0.7 -0.5 0.044
H 2.7420 -0.8518 -0.5670 -1.0 -1.5 -0.5 0.033
H 1.6405 -1.9491 0.3633 0.2 -0.1 -0.3 0.056
H -2.1731 0.7363 0.3617 0.2 -1.3 -0.9 0.119
H -1.0703 -1.4064 0.8644 -0.2 0.1 -0.4 0.084
```
Forces are in eV/Å.

ΔE to the lowest compared entry with this formula, charge and spin = 0.000 eV
largest force on an atom = 3.90 eV/A

=====

Here is a cluster of 2 separate species, C10H20BrO6P in total at a distorted geometry from OMol25. Energies are from ωB97M-V with the def2-TZVPD basis set.

```
38
Properties=species:S:1:pos:R:3:forces:R:3:lowdin_charge:R:1
O 1.4957 -0.6759 0.1487 -0.1 -0.1 0.1 0.133
C 0.5756 -1.3581 -0.1880 0.0 -0.3 0.1 -0.469
C 0.5011 -2.8321 -0.5090 -0.3 0.4 -0.5 -0.038
C -0.4325 -2.7421 -1.7361 -0.1 -0.4 0.8 -0.307
C -0.8232 -4.1348 -2.2267 0.5 0.4 -0.5 -0.152
C 0.2514 -4.6825 -3.1934 0.0 0.7 0.1 -0.280
C -0.0762 -4.4627 -4.6705 0.2 -0.6 0.5 -0.595
Br 0.5413 -2.7400 -5.3202 -0.2 0.1 -0.1 0.643
C -1.4815 -1.8650 -1.0726 -0.1 -0.4 0.8 -0.111
O -0.6780 -0.8621 -0.4023 0.0 0.6 -0.5 0.013
H 1.4287 -3.3761 -0.6390 0.2 0.3 0.1 0.132
H -0.1224 -3.2870 0.2658 0.3 -0.2 0.2 0.134
H 0.0487 -2.1258 -2.4980 0.0 -0.2 -0.3 0.116
H -0.8590 -4.7890 -1.3569 -0.5 -0.1 0.0 0.116
H -1.7771 -4.1003 -2.7557 -0.2 -0.2 0.2 0.115
H 0.4700 -5.7309 -2.9962 -0.2 -0.1 -0.2 0.110
H 1.1729 -4.1319 -2.9930 0.2 -0.3 0.1 0.088
H 0.4414 -5.2035 -5.2695 0.0 0.1 -0.2 0.052
H -1.1462 -4.5347 -4.8355 0.0 0.1 -0.2 0.056
H -1.9898 -2.3766 -0.2469 -0.1 -0.4 -0.3 0.133
H -2.2670 -1.4526 -1.6996 0.4 0.5 -0.2 0.135
C 1.6053 3.7758 4.0643 0.1 -0.2 -0.1 -0.100
O 0.3746 3.0890 3.7820 -0.1 2.1 0.9 -0.201
P -0.6855 3.7441 2.7646 -0.9 -2.6 -3.1 0.395
O -1.9544 3.0376 2.9200 -0.1 0.2 0.5 -0.232
O 0.1057 3.4059 1.4025 -0.3 0.2 -0.1 -0.243
C 0.0033 2.0780 0.8627 0.3 -0.1 0.1 -0.097
O -0.9636 5.2727 2.3849 1.2 0.4 2.0 -0.196
C -0.0394 6.2995 2.7904 0.0 0.1 -0.1 -0.098
H 2.1929 3.1332 4.7134 -0.1 -0.1 0.0 0.089
H 2.1630 3.9576 3.1430 0.0 0.0 0.0 0.090
H 1.4184 4.7199 4.5771 0.0 -0.1 0.0 0.073
H -0.8504 1.5435 1.2751 0.0 0.1 0.0 0.079
H 0.9141 1.5222 1.0709 0.0 0.0 0.0 0.070
H -0.1148 2.1664 -0.2147 0.0 0.0 0.0 0.089
H 0.9516 6.1167 2.3703 0.0 0.0 0.0 0.088
H 0.0233 6.3582 3.8780 0.0 0.0 0.0 0.082
H -0.4179 7.2434 2.4101 -0.1 0.0 0.0 0.089
```
Forces are in eV/Å.

calculated total energy = -102312.0713 eV
largest force on an atom = 4.11 eV/A
SMILES = O=C1C[C@@H](CCCBr)CO1.COP(=O)(OC)OC

=====

Here is an isolated molecule of C5H8O2 from OMol25. Energies are from ωB97M-V with the def2-TZVPD basis set.

```
15
Properties=species:S:1:pos:R:3:forces:R:3:lowdin_charge:R:1
O 0.0318 -1.5601 -1.1979 -0.1 -0.1 -0.4 -0.058
C -1.5450 0.7031 -0.1498 0.0 0.0 -0.1 -0.045
C -0.9176 -0.0674 0.9967 -0.1 0.0 0.1 -0.078
C 0.4347 0.3303 0.3181 -0.2 -0.2 -0.3 -0.510
O 1.4113 1.0172 1.0615 0.1 -0.2 0.0 0.017
C 1.0080 -0.8622 -0.4718 0.5 0.1 0.3 -0.206
C -0.3861 1.1911 -0.6065 -0.2 0.1 0.0 -0.018
H -0.3757 -0.9537 -1.8316 0.1 -0.1 0.2 0.090
H -2.5747 0.7663 -0.4867 0.1 0.1 0.0 0.102
H -1.0695 0.4339 1.9566 0.1 -0.1 -0.1 0.115
H -1.1126 -1.1438 1.0834 -0.1 0.3 -0.1 0.112
H 1.8774 0.3956 1.6365 -0.1 0.1 -0.1 0.102
H 1.8202 -0.4898 -1.1147 -0.1 -0.1 0.1 0.130
H 1.4325 -1.6058 0.2124 0.0 0.2 0.0 0.130
H -0.0860 1.8357 -1.4287 -0.1 0.0 0.1 0.116
```
Forces are in eV/Å.

ΔE to the lowest compared entry with this formula, charge and spin = 2.142 eV
largest force on an atom = 0.62 eV/A
SMILES = OC[C@@]1(O)C=CC1

=====

Here is an isolated molecule of C4H10OS2 at a distorted geometry from OMol25. Energies are from ωB97M-V with the def2-TZVPD basis set.

```
17
Properties=species:S:1:pos:R:3:forces:R:3:lowdin_charge:R:1
C -0.4155 1.1024 0.7509 -0.9 -1.2 0.0 -0.276
C -1.6493 1.2276 -0.0957 0.0 0.2 -1.2 -0.314
O -2.9263 0.9743 0.5246 1.2 0.6 0.1 -0.060
C -0.1860 -0.3227 1.3110 0.3 1.5 1.6 -0.668
S -0.4995 -1.6910 0.2926 1.1 -0.2 -3.4 0.609
S 0.7060 -0.8345 -1.6298 -1.4 -1.4 1.7 0.538
C 2.4485 -1.3806 -1.5235 0.0 1.3 -0.1 -0.473
H 0.4210 1.3628 0.1187 0.3 0.2 0.0 0.081
H -0.5169 1.7683 1.5699 0.3 0.8 0.9 0.102
H -1.5575 2.2003 -0.6293 -1.0 -0.3 0.7 0.133
H -1.5356 0.4985 -0.8821 -0.1 -0.3 -0.6 0.040
H -2.7672 0.1557 1.0114 -0.4 0.0 -0.1 0.061
H -0.7759 -0.4601 2.2697 0.6 -0.1 -1.0 0.101
H 0.8700 -0.3768 1.5375 0.2 0.0 0.7 0.052
H 2.7851 -1.7005 -2.5112 -0.4 -0.7 0.2 0.021
H 3.0045 -0.4346 -1.4116 0.0 -0.5 0.7 0.020
H 2.5947 -2.0890 -0.7030 0.2 0.2 -0.4 0.034
```
Forces are in eV/Å.

ΔE to the lowest compared entry with this formula, charge and spin = 1.890 eV
largest force on an atom = 3.56 eV/A
SMILES = CSSCCCO

=====

What is the largest force on an atom in the fourth record? 3.56 eV/A